(1)
Here is a cluster of 16 separate species, C89H199N12O12 in total at a distorted geometry from the OMol25 dataset. Energies are from the ωB97M-V functional and the def2-TZVPD basis.

Output
energy above the lowest of the compared OMol25 structures with the same formula, charge and spin = 0.0 kJ/mol
gap between HOMO and LUMO = 4.5176 eV
E_tot = -5066.5583 a.u.
maximum force = 4.8 eV/Å

ORCA input file:
```
! RIJCOSX wB97M-V def2-TZVPD def2/J DEFGRID3
* xyz 9 1
C 2.24287 -5.65896 1.04984
C 3.59385 -5.38892 1.59478
O 4.40936 -4.62029 1.11214
N 4.00378 -6.19101 2.84768
H 3.40495 -5.91193 3.62836
H 3.85761 -7.15078 2.55924
C 5.50594 -6.15369 3.15480
H 2.25608 -6.56068 0.43023
H 1.90970 -4.78820 0.46118
H 1.54675 -5.76522 1.88381
H 6.17939 -6.22870 2.31753
H 5.61462 -7.00791 3.81669
H 5.59583 -5.28877 3.80004
C 6.27977 -2.56289 -1.76952
C 6.02553 -1.06921 -1.99609
O 4.97856 -0.49657 -1.90051
N 7.33912 -0.33186 -2.50524
H 8.19894 -0.84449 -2.26949
H 7.36461 -0.25783 -3.50315
C 7.36110 0.98269 -1.83589
H 7.11350 -2.63008 -1.05860
H 6.49897 -3.08657 -2.67241
H 5.40784 -3.09339 -1.32794
H 8.35495 1.39656 -2.14007
H 7.37745 0.87513 -0.75918
H 6.60568 1.67158 -2.21897
C 5.00131 -1.07396 2.94492
C 6.27878 -0.25972 2.68527
O 6.67697 0.20760 1.61282
N 7.09402 -0.14390 3.99649
H 6.55475 0.19100 4.77425
H 7.44503 -1.06566 4.17365
C 8.28914 0.86561 3.78818
H 4.40096 -0.84827 2.06323
H 4.52631 -0.97114 3.90390
H 5.32899 -2.12171 2.93472
H 8.48505 1.13952 4.78986
H 7.91888 1.72333 3.20408
H 9.18571 0.37749 3.39342
C -2.62968 -6.11091 1.78118
C -2.79710 -6.82918 3.09813
C -1.90891 -6.12219 4.11022
N -2.08039 -6.53534 5.50460
C -1.23646 -5.69283 6.48039
C -1.64253 -4.26285 6.41619
C -3.14051 -4.19054 6.87135
C -4.05200 -5.01807 5.88225
C -3.58536 -6.41475 5.92312
C -1.64100 -7.96290 5.73812
H -1.56642 -5.94250 1.55370
H -3.03985 -5.08001 1.90499
H -3.09363 -6.62932 0.95169
H -2.52735 -7.87327 3.03942
H -3.85416 -6.78927 3.35244
H -2.04067 -5.05702 4.11073
H -0.88591 -6.40693 3.88785
H -0.18798 -5.72818 6.22533
H -1.40261 -6.15177 7.47274
H -1.46526 -3.78173 5.45844
H -0.99830 -3.73916 7.10562
H -3.51584 -3.17274 6.82417
H -3.32895 -4.51818 7.90864
H -3.92449 -4.58347 4.88006
H -5.11287 -4.98129 6.11601
H -4.10301 -7.15509 5.31264
H -3.57122 -6.71519 6.97602
H -0.56611 -8.00298 5.63583
H -2.11331 -8.71062 5.10431
H -1.86954 -8.25658 6.77781
C 7.60492 5.22953 10.14229
C 6.16813 4.96654 9.60521
C 6.31485 3.51609 8.92329
N 5.05179 2.99114 8.25247
C 4.53110 4.09628 7.28972
C 3.48433 3.59272 6.30648
C 4.03628 2.41233 5.48836
C 4.40284 1.27402 6.45610
C 5.46270 1.79972 7.46818
C 4.03902 2.64850 9.28072
H 7.71535 6.21295 10.57287
H 8.41540 5.12086 9.43134
H 7.87604 4.57313 10.98119
H 5.85718 5.68818 8.86375
H 5.50371 5.03468 10.47753
H 6.74199 2.75159 9.56966
H 6.99584 3.58715 8.08468
H 5.39182 4.39903 6.71614
H 4.29865 4.94238 7.90816
H 3.19741 4.43150 5.69877
H 2.57759 3.31941 6.82760
H 4.99452 2.66179 5.02075
H 3.34916 2.10319 4.72666
H 4.86160 0.38260 5.98580
H 3.61322 0.86129 7.09505
H 6.35631 2.06158 6.90495
H 5.83198 1.07068 8.19157
H 3.63359 3.51198 9.83607
H 4.61519 1.98244 9.91676
H 3.25232 2.09227 8.77853
C 1.23530 8.16158 -2.14357
C 2.13695 8.72135 -1.01193
C 3.06755 7.58643 -0.69383
N 3.87632 7.73001 0.63278
C 3.04816 7.74929 1.91345
C 2.26324 6.46753 2.07900
C 3.23094 5.29470 2.22580
C 4.13967 5.13683 0.97826
C 4.83958 6.50306 0.66988
C 4.70607 8.92044 0.61453
H 1.75351 7.80118 -3.04687
H 0.52181 8.91779 -2.50968
H 0.68196 7.36708 -1.65558
H 1.54428 9.03702 -0.13372
H 2.73143 9.59279 -1.25175
H 3.81284 7.47794 -1.48343
H 2.45807 6.67974 -0.61273
H 2.42118 8.64329 1.96567
H 3.72851 7.89679 2.75308
H 1.57434 6.33328 1.21313
H 1.58596 6.59763 2.93214
H 2.65748 4.35824 2.36425
H 3.83997 5.46942 3.11367
H 3.58350 4.85159 0.09605
H 4.96098 4.41804 1.09020
H 5.37824 6.48206 -0.26635
H 5.58392 6.76786 1.41355
H 5.42799 8.96186 -0.22265
H 5.22592 9.04198 1.57561
H 4.04519 9.79687 0.56570
C -5.48339 0.74920 -10.04112
C -4.76718 -0.44961 -9.40613
C -3.29905 -0.39535 -9.79488
N -2.43363 -1.53894 -9.28312
C -2.30810 -1.45235 -7.79428
C -1.89188 -2.76058 -7.19118
C -2.90210 -3.83223 -7.36508
C -3.84174 -3.51563 -8.53228
C -3.08377 -2.86132 -9.68987
C -1.05337 -1.38900 -9.93953
H -6.53974 0.72895 -9.79665
H -5.37119 0.82825 -11.12330
H -5.02523 1.69918 -9.63696
H -5.23907 -1.27930 -9.87882
H -5.05607 -0.44982 -8.37263
H -2.88615 0.54404 -9.43074
H -3.24177 -0.36148 -10.88166
H -3.20271 -1.03333 -7.38253
H -1.60775 -0.62756 -7.66756
H -1.74031 -2.44795 -6.16280
H -0.87480 -3.03680 -7.52111
H -3.55294 -3.96982 -6.48835
H -2.42727 -4.77038 -7.59588
H -4.64536 -2.90722 -8.13441
H -4.27174 -4.42629 -8.95082
H -3.62868 -2.56006 -10.58089
H -2.27361 -3.54627 -9.96633
H -0.63388 -0.38095 -9.70937
H -1.25576 -1.40954 -10.99145
H -0.40695 -2.19914 -9.60121
C -4.17188 -2.16005 3.14013
C -3.89943 -0.99452 4.12468
C -2.57691 -0.41599 3.66280
N -1.87907 0.66991 4.53709
C -2.85946 1.75343 4.68619
C -2.44582 2.81892 5.68598
C -1.96143 2.16861 6.98771
C -0.93482 1.04935 6.76460
C -1.46932 0.00178 5.82843
C -0.67357 1.24136 3.84994
H -4.25425 -1.74584 2.11438
H -5.13415 -2.61170 3.41989
H -3.40365 -2.95480 3.16194
H -4.00095 -1.27712 5.17366
H -4.62781 -0.19522 3.99138
H -2.67713 0.10634 2.69025
H -1.86489 -1.22856 3.54568
H -3.76336 1.24481 5.05275
H -3.09167 2.15205 3.68720
H -3.27353 3.53432 5.81182
H -1.66039 3.52516 5.27889
H -2.76308 1.77430 7.60811
H -1.42933 2.97421 7.48395
H -0.76065 0.61712 7.76031
H 0.01872 1.42510 6.38913
H -2.30756 -0.55434 6.19062
H -0.66380 -0.69981 5.64575
H -0.02837 0.39103 3.69535
H -0.22290 1.97561 4.49138
H -1.06303 1.64402 2.92092
C 3.23676 1.16663 -10.19314
C 3.98379 1.64921 -8.97197
C 3.79973 0.50046 -7.94082
N 4.11630 0.97000 -6.51157
C 5.54378 1.51409 -6.47708
C 4.01208 -0.18625 -5.58727
C 2.76397 0.04095 -4.77036
C 2.72856 1.52267 -4.67348
C 3.10583 2.00952 -6.07364
H 3.39331 1.91940 -10.95575
H 2.17265 1.11936 -9.95903
H 3.64174 0.22399 -10.51918
H 3.52059 2.54023 -8.53072
H 5.03628 1.80252 -9.16064
H 4.49841 -0.29059 -8.23485
H 2.77169 0.09978 -7.87241
H 6.20510 0.66478 -6.54568
H 5.67357 1.97727 -5.48167
H 5.70356 2.24177 -7.28776
H 4.90044 -0.14402 -4.97094
H 4.09015 -1.09873 -6.18345
H 2.67962 -0.54555 -3.86168
H 1.99237 -0.29666 -5.47102
H 3.48837 1.81410 -3.91714
H 1.76305 1.98542 -4.39791
H 3.53047 3.00643 -6.02983
H 2.23707 2.02172 -6.70073
C 1.88621 1.41073 1.20565
C 1.44384 0.42997 0.11048
C 0.27447 -0.38428 0.63092
N -0.13703 -1.58253 -0.31070
C 0.77668 -2.74336 -0.23775
C -0.39091 -1.13837 -1.73393
C -1.37906 -2.17297 -2.31118
C -2.16843 -2.63815 -1.05757
C -1.51243 -2.01430 0.17033
H 2.67402 2.07101 0.82332
H 2.25433 0.82274 2.03882
H 1.07007 2.06598 1.52812
H 2.29034 -0.24362 -0.14357
H 1.07373 0.89696 -0.81026
H -0.62072 0.26230 0.59193
H 0.55430 -0.89278 1.58000
H 0.26926 -3.61390 -0.68536
H 1.08664 -2.93532 0.75982
H 1.66701 -2.60758 -0.84434
H 0.55131 -1.04031 -2.29625
H -0.93895 -0.18231 -1.70440
H -0.80687 -3.00353 -2.71466
H -2.00880 -1.71118 -3.10696
H -2.05408 -3.73389 -1.05258
H -3.25879 -2.35707 -1.01600
H -1.36568 -2.69600 0.98898
H -2.02506 -1.07687 0.39284
C -0.50235 3.96964 -2.99720
C -1.79838 3.17192 -2.96070
C -2.82580 3.82966 -3.77889
N -4.16523 3.08098 -3.84566
C -4.69312 2.99783 -2.47208
C -3.97638 1.64960 -4.31795
C -3.82576 1.82841 -5.81751
C -4.70093 3.06201 -6.13233
C -5.07188 3.69617 -4.85496
H 0.04821 4.01331 -3.95031
H 0.21814 3.46133 -2.33362
H -0.63379 5.00732 -2.67140
H -2.08361 3.13331 -1.90221
H -1.54982 2.14942 -3.31575
H -2.46002 4.00105 -4.78990
H -3.08963 4.78599 -3.32023
H -4.11741 2.25596 -1.91991
H -5.72082 2.71568 -2.51318
H -4.61510 3.94203 -1.94423
H -4.95927 1.21827 -4.11549
H -3.29122 1.05041 -3.73778
H -4.24415 0.95026 -6.30972
H -2.82283 1.97353 -6.19724
H -5.52968 2.81198 -6.74755
H -4.13658 3.79195 -6.73781
H -6.09345 3.40288 -4.56717
H -5.00806 4.76327 -4.79314
C -7.04180 -0.23599 0.26747
C -6.82149 -1.51500 -0.57989
C -7.55880 -2.74343 0.00514
N -7.82005 -3.82625 -1.01499
C -6.55396 -4.31535 -1.64095
C -8.81818 -3.41197 -2.04707
C -10.23590 -3.73174 -1.49867
C -10.02416 -4.51654 -0.23152
C -8.57700 -4.97480 -0.26132
H -8.12092 -0.10068 0.34979
H -6.66522 0.67576 -0.19819
H -6.61750 -0.24620 1.28887
H -5.71667 -1.67075 -0.55864
H -7.08718 -1.21281 -1.61598
H -8.49252 -2.36722 0.43697
H -6.90678 -3.19076 0.74745
H -6.22260 -3.49919 -2.28444
H -6.68859 -5.26242 -2.19276
H -5.84232 -4.37276 -0.84367
H -8.59774 -3.97223 -2.94751
H -8.53394 -2.39372 -2.31184
H -10.81185 -4.21012 -2.25490
H -10.78639 -2.81886 -1.28545
H -10.71475 -5.36038 -0.19731
H -10.19137 -3.91445 0.66663
H -8.49514 -5.84516 -0.91413
H -8.11387 -5.18270 0.69459
O 2.33974 -4.11045 3.75188
C 1.56693 -3.12756 3.00504
O 0.37254 -3.32073 3.03634
O 2.25758 -2.26306 2.53114
H 1.67895 -4.61926 4.25448
O -3.06210 -0.59966 -4.62123
C -6.16729 -2.01189 -5.24218
O -5.77428 -1.77626 -6.35277
O -6.49792 -2.25927 -4.10668
H -3.09973 -1.55157 -4.49049
O -3.30939 2.59321 1.58583
C -2.28438 2.17097 0.81537
O -2.67072 1.35625 -0.01661
O -1.13676 2.53735 0.93525
H -4.08049 2.36274 1.06155
*
```

Here are the Löwdin charges for atoms 1 to 8, given in e: number 1, C, carries 0.040; number 2, C, carries -0.363; number 3, O, carries 0.124; number 4, N, carries 0.098; number 5, H, carries 0.150; number 6, H, carries 0.176; number 7, C, carries 0.053; number 8, H, carries 0.127

(2)
Here is a cluster of 3 separate species, C10H20BFIN2O4PS in total at a distorted geometry from the OMol25 dataset. Energies are from the ωB97M-V functional and the def2-TZVPD basis.

Output
gap between HOMO and LUMO = 8.0355 eV
E_tot = -1965.5048 a.u.
maximum force = 2.7 eV/Å
SMILES = O=C(F)CB(CC(=O)I)[PH2]=S.CNC(C)=O.CNC(C)=O

ORCA input file:
```
! RIJCOSX wB97M-V def2-TZVPD def2/J DEFGRID3
* xyz 0 1
O 3.06270 -0.49185 -0.33363
C 2.18285 -1.30659 -0.52735
F 2.26943 -2.53260 -0.01382
C 0.94451 -1.12708 -1.30134
B 0.12823 0.11050 -0.81258
C -1.32092 -0.01228 -0.22295
C -2.30137 -0.43789 -1.27175
O -2.03410 -0.82713 -2.37638
I -4.33574 -0.32290 -0.56770
P 0.86079 1.87152 -0.97543
S 0.64769 2.20105 -2.90772
H 1.25926 -0.91924 -2.31344
H 0.35998 -2.02400 -1.32307
H -1.36322 -0.76081 0.55696
H -1.69920 0.91049 0.17184
H 0.07926 2.74895 -0.21849
H 2.17527 1.96614 -0.49852
C 2.99660 -4.56906 2.16235
C 2.00241 -5.08952 3.17381
O 1.10319 -5.85231 2.86902
N 2.14615 -4.66690 4.46076
C 3.14594 -3.76762 5.00514
H 2.75353 -4.98715 1.19270
H 2.94968 -3.48516 2.10012
H 4.01037 -4.86705 2.43244
H 1.45482 -5.04719 5.08579
H 3.72990 -4.26784 5.77973
H 2.67144 -2.88934 5.44676
H 3.82192 -3.43687 4.22569
C -3.31501 3.33430 -3.27927
C -2.82281 3.53635 -1.86852
O -2.75916 2.60968 -1.06866
N -2.46251 4.78913 -1.50176
C -2.46854 5.99472 -2.30932
H -3.56148 2.28572 -3.40868
H -4.20680 3.93466 -3.46674
H -2.54279 3.60477 -3.99528
H -2.15658 4.85792 -0.54500
H -1.46281 6.41147 -2.37601
H -3.12663 6.74504 -1.86838
H -2.81624 5.77598 -3.31135
*
```

Here are the Löwdin charges for atoms 1 to 8, given in e: number 1, O, carries 0.118; number 2, C, carries -0.468; number 3, F, carries 0.118; number 4, C, carries -0.054; number 5, B, carries -0.465; number 6, C, carries -0.198; number 7, C, carries -0.835; number 8, O, carries 0.024

Number 1: highest occupied orbital energy -0.745 hartree. Number 2: highest occupied orbital energy -0.322 hartree.